Record 1
{
  "formula": "C7H21F3O8Zr",
  "method": "ωB97M-V with the def2-TZVPD basis set",
  "species": ["Zr", "C", "O", "H", "H", "H", "C", "O", "H", "H", "H", "C", "O", "H", "H", "H", "C", "O", "O", "C", "F", "F", "F", "C", "C", "H", "H", "H", "H", "H", "H", "O", "H", "H", "O", "H", "H", "O", "H", "H"],
  "xyz": [[-0.193341, -0.390397, 1.772378], [3.277612, -0.199319, 5.259619], [2.061170, -0.156494, 4.623809], [3.498998, -0.986977, 5.979831], [4.005223, -0.330107, 4.458631], [3.509450, 0.763167, 5.715643], [-4.488839, -0.094361, 4.013088], [-3.162561, 0.215141, 3.708875], [-4.654154, 0.044023, 5.081553], [-5.239468, 0.557039, 3.565497], [-4.607313, -1.143945, 3.743958], [-2.817605, -3.260897, -1.513190], [-2.260953, -2.588386, -0.393937], [-3.877846, -3.346685, -1.275232], [-2.965636, -2.646891, -2.401547], [-2.407277, -4.185088, -1.920132], [2.331929, 0.646443, -2.442527], [1.052425, 0.792708, -2.947798], [2.095052, 0.301932, -1.111874], [3.205041, -0.250060, -3.416442], [4.476092, -0.375701, -3.110979], [2.679619, -1.461002, -3.482390], [3.163823, 0.301015, -4.591335], [0.810659, 1.660268, -4.074322], [-0.685864, 1.662960, -4.281917], [-0.883073, 0.672126, -4.691125], [-1.474103, 1.891656, -3.564655], [-0.713233, 2.464685, -5.019889], [1.240235, 1.352397, -5.027623], [1.195310, 2.674127, -3.963694], [2.714154, 1.661803, -2.547653], [-2.156592, 1.490545, -0.076718], [-2.277261, 2.437236, -0.150540], [-3.027635, 1.124848, -0.230923], [0.587374, 2.877767, 2.324859], [0.515929, 3.274716, 3.192933], [1.131378, 3.487426, 1.826229], [1.227328, -3.355152, 2.182730], [2.165690, -3.494602, 2.055134], [0.948267, -4.087964, 2.731672]],
  "forces_ev_per_angstrom": [[-0.149, 0.468, -0.164], [-0.305, 0.440, -1.169], [-0.981, -0.386, 0.044], [-0.544, -0.457, 0.178], [0.833, 0.002, -0.202], [0.142, 0.329, 0.200], [1.511, 0.461, -0.211], [0.379, 0.109, -0.538], [0.070, -0.438, 0.534], [-0.061, -0.044, -0.683], [-0.687, -0.330, 0.113], [0.182, 1.535, 1.264], [-0.123, -0.940, -1.395], [-0.538, -0.644, 0.309], [0.463, 0.875, -0.301], [0.449, -0.259, 0.797], [-1.044, 0.437, 2.757], [-1.204, 0.087, -2.476], [1.664, -0.433, -1.338], [-1.573, 0.139, 2.646], [1.219, -0.022, 0.804], [-0.300, -1.088, -0.293], [-0.024, 0.759, -2.290], [-0.526, -0.398, 1.483], [0.315, 0.184, -1.308], [-0.540, 0.230, -0.324], [0.830, 0.041, 0.753], [-0.932, -0.278, -0.683], [0.074, -0.533, 0.150], [0.236, 0.209, 0.789], [1.198, 0.425, 0.302], [0.555, -0.533, 0.389], [0.194, 0.311, 0.105], [-0.256, -0.321, -0.005], [-0.344, -0.593, -0.155], [-0.062, -0.059, 0.362], [0.218, -0.011, -0.319], [-0.400, 0.707, -0.202], [0.328, 0.138, -0.119], [-0.270, -0.118, 0.198]],
  "orbital_gap_ha": 0.0906,
  "de_lowest_kcal_mol": 551.0
}

=====

Record 2
{
  "formula": "C16H11Br4F5O2RhSi",
  "method": "ωB97M-V with the def2-TZVPD basis set",
  "species": ["Rh", "Br", "C", "C", "Br", "C", "Br", "C", "O", "C", "O", "C", "Br", "F", "C", "C", "C", "F", "C", "F", "C", "F", "C", "F", "C", "Si", "C", "C", "C", "H", "H", "H", "H", "H", "H", "H", "H", "H", "H", "H"],
  "xyz": [[-0.268040, -0.278119, -0.101253], [3.599142, -0.472464, 5.638147], [3.080119, -0.510993, 3.819445], [4.018358, -0.635834, 2.810917], [5.862715, -0.753842, 3.224604], [3.607582, -0.668433, 1.473240], [4.835467, -0.845134, 0.046669], [2.259265, -0.591648, 1.113918], [1.832392, -0.651771, -0.111013], [1.312802, -0.446488, 2.157518], [0.025122, -0.363910, 1.826697], [1.722573, -0.410216, 3.479400], [0.370779, -0.232489, 4.785197], [1.350556, 1.583694, -2.046687], [0.640096, 2.302127, -1.160436], [-0.206529, 1.675794, -0.252005], [-0.933880, 2.523135, 0.578198], [-1.806848, 2.024634, 1.461449], [-0.809121, 3.900985, 0.532647], [-1.527711, 4.681441, 1.354047], [0.056339, 4.485805, -0.373134], [0.182837, 5.818722, -0.426663], [0.780089, 3.679091, -1.228151], [1.607782, 4.236458, -2.125304], [-1.159935, -3.467808, -1.095848], [-2.015470, -1.840373, -1.500321], [-3.567938, -2.194539, -2.503062], [-0.808776, -0.770203, -2.539810], [-2.277938, -0.740748, -0.029045], [-1.085477, -4.100853, -1.982803], [-1.721313, -4.013723, -0.334764], [-0.148034, -3.311902, -0.712718], [-3.358059, -2.811098, -3.380168], [-4.030689, -1.266016, -2.842116], [-4.296199, -2.721838, -1.883851], [-0.441951, -1.365893, -3.379508], [0.143215, -0.382641, -2.110621], [-1.353684, 0.088810, -2.934660], [-2.436155, -1.180821, 0.956848], [-3.033483, 0.029101, -0.205018]],
  "forces_ev_per_angstrom": [[1.327, -1.114, -0.002], [0.001, 0.002, -0.023], [-0.241, 0.015, 0.099], [0.149, 0.001, -0.209], [-0.023, -0.003, 0.008], [0.073, -0.056, 0.031], [-0.015, -0.002, 0.004], [0.354, -0.025, 0.127], [-0.348, 0.283, -0.211], [-0.258, 0.120, 0.026], [-0.395, 0.074, -0.148], [0.151, 0.008, 0.087], [-0.021, 0.007, 0.007], [0.026, 0.024, 0.015], [-0.117, -0.039, 0.101], [-0.433, 0.177, -0.105], [0.073, -0.171, -0.031], [0.006, 0.057, 0.024], [-0.023, 0.033, 0.036], [0.014, -0.010, -0.017], [-0.007, -0.041, 0.012], [-0.002, -0.012, -0.004], [0.041, -0.003, -0.051], [-0.019, 0.004, 0.023], [-0.048, 0.122, 0.042], [-0.139, 0.262, 0.188], [0.148, 0.007, -0.112], [-0.426, -0.082, 0.023], [0.101, 0.255, -0.040], [0.018, 0.003, -0.019], [-0.007, -0.018, -0.002], [0.005, 0.015, 0.012], [-0.009, -0.009, -0.024], [-0.008, 0.019, 0.009], [0.007, -0.017, 0.021], [0.061, -0.018, 0.045], [-0.050, 0.062, 0.109], [0.069, 0.029, -0.051], [-0.091, -0.013, -0.023], [0.056, 0.054, 0.025]],
  "orbital_gap_ha": 0.2584,
  "charge": -1
}

=====

Record 3
{
  "formula": "C6H10",
  "method": "ωB97M-V with the def2-TZVPD basis set",
  "species": ["C", "C", "C", "C", "C", "C", "H", "H", "H", "H", "H", "H", "H", "H", "H", "H"],
  "xyz": [[-1.422719, -1.022290, 1.184418], [-0.049569, -0.643538, 0.652107], [0.879207, 1.783441, 0.623509], [1.305808, 1.428405, -0.711417], [1.068657, 0.306425, -1.400814], [0.110513, -0.728360, -0.861829], [-1.659680, -2.061542, 0.928563], [-2.201789, -0.386001, 0.750702], [-1.468250, -0.925775, 2.273429], [0.738402, -1.220693, 1.148210], [-0.042838, 2.399449, 0.552394], [0.193039, 0.404473, 1.031802], [1.942532, 2.211583, -1.138628], [1.509816, 0.155950, -2.382364], [-0.870362, -0.608653, -1.348896], [0.454692, -1.737274, -1.123817]],
  "forces_ev_per_angstrom": [[-0.052, 0.020, 0.028], [0.044, -0.101, -0.152], [-0.062, -0.130, -0.270], [-0.111, -0.180, 0.073], [0.067, 0.083, 0.015], [-0.048, -0.011, 0.055], [0.044, 0.129, 0.020], [0.110, -0.090, 0.052], [-0.003, -0.021, -0.149], [-0.073, 0.122, -0.046], [0.118, -0.095, 0.050], [0.013, 0.142, 0.028], [-0.085, -0.065, 0.034], [-0.051, 0.042, 0.162], [0.130, 0.005, 0.071], [-0.039, 0.152, 0.028]],
  "orbital_gap_ha": 0.2861,
  "de_lowest_kcal_mol": 97.4
}

=====

Record 4
{
  "formula": "C4H5N5",
  "method": "ωB97M-V with the def2-TZVPD basis set",
  "species": ["C", "C", "C", "C", "H", "H", "H", "H", "H", "N", "N", "N", "N", "N"],
  "xyz": [[-0.447830, 1.505466, 1.577832], [-1.439407, -1.290587, -0.677799], [-0.028970, -1.179254, -1.035693], [1.819026, -0.492023, -1.381588], [0.236820, 2.170368, 0.956695], [-0.003167, 1.432030, 2.893845], [-1.378378, 1.826326, 1.713058], [-2.185175, -1.936731, -0.941237], [2.750366, -0.445136, -1.739831], [-0.519874, 0.226119, 0.710194], [-1.645820, -0.350750, 0.311129], [1.059666, -1.596749, -1.671230], [1.536085, 0.286614, -0.464699], [0.246659, -0.155693, -0.250675]],
  "forces_ev_per_angstrom": [[5.874, -2.008, 0.682], [2.694, 3.369, 2.708], [-3.245, -1.340, 1.260], [1.855, -4.878, -2.332], [-0.991, -0.575, 1.264], [-0.981, -0.481, -4.533], [-3.863, 1.336, 0.016], [-1.763, -1.250, -0.742], [3.451, 0.157, -1.739], [-3.159, 0.388, 0.454], [-2.993, -2.475, 0.454], [-0.949, 1.850, -1.097], [-3.093, 2.875, 3.220], [7.164, 3.032, 0.384]],
  "orbital_gap_ha": 0.3530,
  "de_lowest_kcal_mol": 106.9
}

=====

Record 5
{
  "formula": "C2H5NO3S",
  "method": "ωB97M-V with the def2-TZVPD basis set",
  "species": ["C", "C", "N", "O", "O", "O", "S", "H", "H", "H", "H", "H"],
  "xyz": [[0.469191, 1.246369, -1.045361], [-0.505089, -0.443193, 0.631358], [-0.265314, 0.943196, 0.209423], [-2.762083, 2.329690, 0.391132], [-3.119354, 0.219590, -0.883417], [0.288325, 2.320652, -1.656245], [-2.408865, 1.487969, -0.770147], [-1.226773, 1.324116, 0.570511], [1.365689, 0.571960, -1.120233], [-1.501414, -0.711498, 0.433400], [0.256421, -1.191297, 0.201346], [-0.519069, -0.451730, 1.836638]],
  "forces_ev_per_angstrom": [[-1.104, 3.602, 1.696], [2.802, -0.764, 2.778], [-1.069, -0.941, -0.712], [0.317, -1.232, -1.435], [0.835, 1.146, 0.278], [0.656, -3.818, 1.501], [-3.465, 0.702, -0.606], [3.793, 0.887, -0.367], [-0.965, 0.241, -0.411], [-1.208, -0.798, -0.868], [-1.245, 1.141, 0.795], [0.655, -0.167, -2.649]],
  "orbital_gap_ha": 0.3495,
  "de_lowest_kcal_mol": 77.9
}

=====

Record 6
{
  "formula": "C21H26IrN3O2",
  "method": "ωB97M-V with the def2-TZVPD basis set",
  "species": ["Ir", "C", "N", "C", "C", "C", "N", "C", "C", "C", "C", "C", "C", "C", "O", "C", "C", "C", "N", "C", "C", "C", "C", "C", "C", "C", "O", "H", "H", "H", "H", "H", "H", "H", "H", "H", "H", "H", "H", "H", "H", "H", "H", "H", "H", "H", "H", "H", "H", "H", "H", "H", "H"],
  "xyz": [[0.000000, 0.000000, 0.000000], [-2.537400, 0.852700, -0.512900], [-1.539400, 1.454400, 0.372500], [-1.841800, 1.288500, 1.787900], [-1.638100, -0.089900, 2.410600], [-2.101800, -1.267700, 1.578400], [-1.051000, -1.714900, 0.635400], [-0.516300, -2.792700, 1.158300], [0.498800, -3.572800, 0.434300], [0.893100, -4.858500, 0.821100], [1.847500, -5.521900, 0.057100], [2.383500, -4.887600, -1.062500], [1.967600, -3.592100, -1.410200], [1.007600, -2.892900, -0.666200], [0.597700, -1.704000, -0.870400], [-1.344400, 2.870000, 0.035700], [-0.836100, 3.116900, -1.404300], [0.153200, 2.045800, -1.872400], [0.918400, 1.690900, -0.707800], [2.187200, 1.563200, -0.852200], [3.082100, 1.360700, 0.309500], [4.285100, 2.091500, 0.331800], [5.133400, 1.999500, 1.430900], [4.779800, 1.170300, 2.487800], [3.584900, 0.437800, 2.433600], [2.687300, 0.499400, 1.349400], [1.614400, -0.188900, 1.303000], [-3.546400, 0.891100, -0.085900], [-2.289100, -0.175600, -0.773700], [-2.621500, 1.348300, -1.484800], [-2.873900, 1.612700, 1.982500], [-1.216800, 1.970700, 2.380700], [-2.204900, -0.096400, 3.351700], [-0.594700, -0.220900, 2.707500], [-3.030200, -1.058600, 1.040300], [-2.411800, -2.064300, 2.270900], [-0.792600, -3.198100, 2.145900], [0.462800, -5.314400, 1.701700], [2.180000, -6.512800, 0.336400], [3.143200, -5.373700, -1.663700], [2.411800, -3.083700, -2.262800], [-0.601900, 3.305400, 0.718600], [-2.269000, 3.442100, 0.189200], [-0.340000, 4.096200, -1.419900], [-1.666700, 3.187400, -2.115500], [0.756400, 2.446400, -2.696200], [-0.373500, 1.167600, -2.258500], [2.681900, 1.680200, -1.829900], [4.529400, 2.747000, -0.494600], [6.051900, 2.571200, 1.465600], [5.417600, 1.074600, 3.358100], [3.323600, -0.222000, 3.259400], [0.000000, 0.000000, 1.724300]],
  "forces_ev_per_angstrom": [[1.010, -1.101, 1.454], [-1.493, -0.123, -0.913], [-0.028, -0.379, -0.527], [-0.575, 0.603, 1.465], [-1.979, 0.323, 0.242], [-0.378, -0.428, 0.125], [-3.362, 2.232, 2.280], [2.687, -3.865, 0.073], [-2.044, 0.950, 2.111], [0.573, 0.019, -0.608], [-0.251, 0.185, 0.255], [-0.289, 0.773, -0.093], [0.345, 0.122, -0.647], [1.198, -2.699, 0.609], [1.442, 2.992, -3.415], [0.689, 0.959, -0.294], [-0.416, -0.029, -0.234], [-0.693, 0.928, -0.208], [-2.239, -1.048, -0.334], [4.618, -0.068, 0.163], [-0.484, 0.721, -1.651], [-0.069, -0.594, 0.773], [-0.070, 0.078, -0.322], [-0.837, -0.456, -0.229], [0.137, -0.199, 0.513], [2.965, 2.134, 0.326], [-0.790, -1.936, 1.098], [0.086, -0.019, 0.143], [-0.273, -0.115, 0.255], [0.369, 0.299, 0.328], [-0.035, -0.074, -0.146], [0.005, 0.071, -0.456], [0.088, 0.205, 0.078], [0.134, -0.466, 0.937], [0.103, 0.350, 0.010], [0.334, 0.024, -0.237], [-0.169, 0.356, -0.468], [-0.054, -0.019, 0.056], [-0.005, -0.029, -0.016], [-0.069, 0.020, 0.037], [0.004, -0.126, 0.035], [-0.182, -0.439, -0.070], [-0.091, -0.291, 0.059], [-0.109, -0.206, 0.133], [0.022, 0.032, 0.100], [0.114, -0.097, 0.184], [-0.056, 0.103, -0.270], [-0.335, 0.198, 0.299], [-0.056, -0.038, -0.047], [-0.002, 0.000, -0.017], [-0.026, 0.009, -0.037], [0.052, 0.074, -0.091], [0.484, 0.084, -2.812]],
  "s_squared": 6.04,
  "orbital_gap_ha": [0.1605, 0.2087],
  "multiplicity": 5
}